The following is a DFT calculation (ωB97M-V/def2-TZVPD) of 2 unconnected molecules or ions with the total composition C2H5Cl2N in a non-equilibrium geometry.

Atoms and positions in Å:
C -1.134 0.611 -0.895
C -0.926 -0.281 0.059
N -0.420 0.050 1.280
Cl -1.101 -2.037 -0.078
H -0.974 1.594 -0.644
H -1.575 0.362 -1.863
H -0.202 -0.717 1.929
H 0.211 0.777 1.126
Cl 3.506 -0.437 -0.036
H 2.615 0.078 -0.877

Cartesian forces, eV/Å:
C -1.051 -2.312 -1.446
C 0.044 -1.341 -0.156
N -0.724 -1.260 1.027
Cl -0.378 0.625 -0.387
H 0.238 2.217 0.395
H 0.406 0.022 0.439
H 0.160 0.939 -0.710
H 1.371 1.113 0.847
Cl -0.951 0.554 -0.843
H 0.886 -0.557 0.833

Energy (eV): -28689.3891
Gap between HOMO and LUMO (eV): 9.42
Highest occupied orbital energy (eV): -8.805
Relative energy (zero: lowest compared OMol25 entry of this formula, charge and spin) (kcal/mol): 10.9
Charge: 0

Just the Mulliken charges please, in e? Sure, here they are: C -0.86; C 0.59; N -0.51; Cl -0.22; H 0.30; H 0.26; H 0.24; H 0.21; Cl -0.26; H 0.26